Record 1
The following is a DFT calculation (ωB97M-V/def2-TZVPD) of a 6-piece molecular cluster, C48H84N4O14P2S overall.

XYZ file:
```
153
Properties=species:S:1:pos:R:3:mulliken_charge:R:1
H -0.284 4.715 0.855 0.28
N 0.721 4.619 1.023 -0.81
C 0.987 3.375 0.975 0.75
C 2.372 2.799 1.209 0.25
C -0.124 2.350 0.687 -1.08
C -0.363 2.088 -0.799 0.47
C 0.635 1.625 -1.641 0.15
C 0.376 1.357 -2.982 -0.08
C 1.424 0.817 -3.945 -0.87
C 2.370 -0.269 -3.315 -0.32
C 3.839 0.245 -3.395 -1.03
P 5.102 -1.089 -3.470 1.30
O 4.490 -2.412 -3.659 -0.75
O 6.092 -0.992 -2.209 -0.58
C 5.419 -1.015 -0.938 0.10
C 4.865 -2.423 -0.566 -0.98
O 6.046 -0.768 -4.750 -0.52
C 5.316 -0.737 -5.986 -0.12
C 6.246 -1.311 -7.082 -1.20
C -0.920 1.592 -3.432 0.92
C -1.929 2.076 -2.617 0.01
C -1.641 2.332 -1.284 -0.58
N -3.229 2.302 -3.140 -0.34
C -3.782 1.184 -3.832 -0.21
C -5.054 0.745 -3.485 1.27
C -5.883 1.415 -2.409 -2.09
C -5.547 -0.394 -4.164 1.13
P -7.226 -1.115 -3.746 0.15
N -8.435 0.084 -4.249 -0.68
O -7.332 -1.265 -2.077 -0.48
C -4.797 -1.046 -5.152 -0.45
C -5.343 -2.302 -5.839 -1.99
C -5.374 -3.551 -4.923 -0.36
C -4.083 -3.788 -4.108 -0.43
C -2.982 -4.612 -4.855 -1.21
C -3.527 -0.567 -5.508 -0.33
C -2.642 -1.191 -6.574 -0.82
N -2.167 -0.220 -7.600 -0.71
C -3.053 0.549 -4.821 1.02
S -1.426 1.258 -5.124 -0.55
H 2.363 1.774 0.787 -0.72
H 2.492 2.704 2.300 -0.13
H 3.137 3.440 0.762 0.34
H 0.171 1.376 1.124 -0.34
H -1.080 2.598 1.171 0.53
H 1.628 1.440 -1.228 0.17
H 1.993 1.672 -4.345 0.43
H 0.961 0.342 -4.820 0.28
H 2.078 -0.560 -2.300 0.02
H 2.308 -1.175 -3.933 0.62
H 3.987 0.927 -2.543 0.31
H 3.961 0.844 -4.307 0.59
H 4.619 -0.272 -0.840 -0.14
H 6.162 -0.763 -0.169 0.39
H 5.449 -3.157 -1.134 0.43
H 3.819 -2.509 -0.875 0.14
H 4.991 -2.542 0.518 0.31
H 4.378 -1.309 -5.940 0.30
H 5.046 0.297 -6.250 0.26
H 6.981 -1.973 -6.608 0.30
H 5.680 -1.823 -7.868 0.33
H 6.799 -0.471 -7.523 0.30
H -2.435 2.695 -0.628 0.28
H -3.809 2.599 -2.367 0.22
H -5.574 1.113 -1.397 0.27
H -5.715 2.505 -2.465 0.57
H -6.955 1.249 -2.505 0.18
H -7.914 0.732 -4.844 0.36
H -8.700 0.585 -3.398 0.36
H -7.761 -0.489 -1.687 0.33
H -4.840 -2.548 -6.777 0.59
H -6.390 -2.078 -6.107 0.48
H -6.207 -3.519 -4.209 0.32
H -5.545 -4.431 -5.564 0.38
H -4.375 -4.380 -3.225 0.49
H -3.623 -2.873 -3.709 0.30
H -2.829 -5.553 -4.311 0.27
H -2.034 -4.063 -4.767 0.32
H -3.235 -4.878 -5.884 0.28
H -1.776 -1.696 -6.114 0.25
H -3.153 -1.978 -7.141 0.07
H -2.684 0.644 -7.481 0.35
H -1.179 -0.063 -7.458 0.36
C -5.336 -9.683 -3.888 -1.07
C -5.589 -8.266 -4.363 -0.44
O -4.406 -7.675 -4.905 -0.28
C -4.002 -7.836 -6.181 0.83
C -4.655 -8.901 -7.031 -1.16
O -3.087 -7.181 -6.596 -0.53
H -5.036 -10.335 -4.710 0.27
H -6.233 -10.099 -3.427 0.37
H -4.527 -9.697 -3.158 0.31
H -6.415 -8.206 -5.074 0.38
H -5.868 -7.644 -3.513 0.36
H -4.056 -9.810 -6.981 0.29
H -4.680 -8.546 -8.060 0.32
H -5.682 -9.126 -6.752 0.36
C 4.160 5.559 6.389 -0.86
C 4.156 4.395 5.421 -0.50
O 3.237 3.376 5.831 -0.39
C 1.926 3.395 5.538 0.85
C 1.311 4.661 4.991 -1.07
O 1.253 2.427 5.782 -0.61
H 3.188 6.048 6.437 0.25
H 4.902 6.302 6.094 0.35
H 4.392 5.211 7.397 0.31
H 3.957 4.709 4.394 0.31
H 5.139 3.924 5.414 0.39
H 0.889 5.234 5.816 0.33
H 0.514 4.383 4.304 0.28
H 2.002 5.285 4.431 0.37
C 3.523 -1.920 4.239 -1.23
C 2.964 -0.596 3.775 -0.30
O 3.137 -0.407 2.364 -0.34
C 2.293 -0.876 1.443 0.96
C 1.251 -1.891 1.840 -1.37
O 2.417 -0.532 0.292 -0.57
H 3.008 -2.757 3.773 0.31
H 3.428 -2.017 5.317 0.36
H 4.578 -2.005 3.969 0.40
H 1.918 -0.463 4.056 0.37
H 3.515 0.216 4.251 0.22
H 1.637 -2.891 1.642 0.32
H 0.363 -1.723 1.232 0.39
H 0.938 -1.822 2.879 0.38
C -2.537 -2.443 6.844 -0.92
C -1.514 -3.385 7.444 -0.43
O -0.517 -3.756 6.488 -0.37
C 0.579 -3.022 6.227 0.79
C 0.658 -1.605 6.749 -1.04
O 1.442 -3.479 5.525 -0.50
H -2.081 -1.506 6.522 0.24
H -3.320 -2.215 7.568 0.35
H -2.994 -2.894 5.963 0.30
H -1.055 -2.981 8.348 0.37
H -2.004 -4.313 7.736 0.31
H 0.310 -0.919 5.977 0.25
H 1.698 -1.382 6.979 0.32
H 0.094 -1.436 7.662 0.36
C 3.260 10.159 11.045 -0.97
C 3.449 8.742 10.542 -0.39
O 2.966 8.590 9.205 -0.36
C 3.689 8.883 8.108 0.81
C 4.973 9.663 8.258 -1.03
O 3.267 8.581 7.026 -0.56
H 3.825 10.876 10.449 0.27
H 3.582 10.244 12.083 0.35
H 2.210 10.445 10.978 0.31
H 4.485 8.407 10.622 0.35
H 2.857 8.061 11.151 0.31
H 4.764 10.722 8.108 0.27
H 5.669 9.324 7.493 0.29
H 5.469 9.524 9.216 0.36
```

Properties
* gap between HOMO and LUMO: 8.1 eV
* 2S+1: 1
* DFT total energy: -4232.76617 Ha
* SMILES: [H]/N=C(/C)Cc1cc(CCCP(=O)(OCC)OCC)c2c(c1)Nc1c(C)c(P(N)O)c(CCCC)c(CN)c1S2.CCOC(C)=O.CCOC(C)=O.CCOC(C)=O.CCOC(C)=O.CCOC(C)=O
* highest occupied orbital energy: -7.7 eV
* M: 1035.23 g mol⁻¹

***

Record 2
The following is a DFT calculation (ωB97M-V/def2-TZVPD) of C48H86Br22F13IN2O2PS3 as an isolated structure.

XYZ file:
```
178
Properties=species:S:1:pos:R:3:mulliken_charge:R:1
C 5.184 5.260 -4.627 -0.26
C 5.026 4.070 -4.756 -0.58
C 4.589 2.624 -5.178 -0.52
P 3.969 1.546 -3.638 0.68
C 2.178 1.925 -4.120 -0.91
C 1.656 3.339 -3.669 -0.13
C 0.201 3.676 -4.231 -1.11
C -0.678 2.436 -4.663 -1.03
N -1.088 1.558 -3.537 0.68
C -2.013 2.296 -2.622 -0.89
C -2.497 1.426 -1.389 0.44
C -2.914 2.346 -0.178 -0.54
C -3.555 1.417 0.934 -0.11
C -1.804 0.394 -3.996 -0.43
S -2.904 0.421 -5.253 -0.20
S -1.582 -1.251 -3.177 0.36
C -3.319 -1.741 -2.737 -0.28
C -3.594 -3.284 -2.953 0.28
C -3.822 -3.687 -4.461 -1.12
C 4.231 0.055 -4.836 -0.95
C 3.221 -1.149 -4.649 -0.43
C 3.687 -2.255 -3.631 1.10
F 2.813 -2.229 -2.531 -0.30
F 4.938 -1.906 -3.092 -0.37
C 3.874 -3.699 -4.235 0.24
F 4.885 -4.366 -3.536 -0.32
F 4.339 -3.656 -5.545 -0.33
C 2.523 -4.575 -4.269 0.56
F 2.686 -5.410 -5.378 -0.33
F 1.505 -3.694 -4.522 -0.13
C 2.342 -5.509 -3.016 0.65
F 3.182 -6.592 -3.213 -0.27
F 2.778 -4.954 -1.834 -0.22
S 0.622 -6.191 -2.698 1.31
F 1.168 -7.744 -2.865 -0.34
F 0.978 -6.323 -1.085 -0.33
F -0.001 -4.728 -2.377 -0.21
F 0.189 -6.174 -4.259 -0.30
F -0.849 -6.828 -2.349 -0.34
O 4.161 3.007 -2.717 -0.43
C 4.935 2.519 -1.593 -0.13
N 4.590 3.458 -0.485 -0.34
C 4.705 0.909 -1.331 0.65
C 4.511 0.454 0.196 -1.19
C 3.129 -0.272 0.469 0.38
C 3.229 -0.947 1.934 -0.61
I 1.428 1.093 0.361 -0.04
O 3.606 0.616 -2.208 -0.47
H 5.046 6.317 -4.323 0.34
H 3.825 2.695 -5.998 0.23
H 5.548 2.146 -5.546 0.48
H 5.406 1.400 -3.409 0.16
H 1.975 1.745 -5.219 0.54
H 1.530 1.159 -3.584 -0.14
H 2.323 4.185 -4.010 0.16
H 1.629 3.382 -2.541 0.12
H -0.373 4.381 -3.557 0.33
H 0.366 4.268 -5.186 0.43
H -0.224 1.838 -5.503 0.54
H -1.629 2.878 -5.110 0.53
H -1.543 3.224 -2.191 0.31
H -2.897 2.607 -3.270 0.23
H -1.640 0.737 -1.117 0.22
H -3.341 0.754 -1.705 -0.29
H -3.648 3.108 -0.553 0.20
H -1.998 2.835 0.243 0.33
H -3.562 2.011 1.895 -0.02
H -4.602 1.095 0.692 0.02
H -2.947 0.473 1.113 0.01
H -4.087 -1.192 -3.343 0.37
H -3.549 -1.533 -1.649 -0.15
H -2.828 -3.940 -2.468 0.13
H -4.572 -3.496 -2.420 -0.27
H -2.863 -3.724 -5.040 0.22
H -4.228 -4.748 -4.461 0.31
H -4.618 -3.068 -4.964 0.28
H 4.028 0.470 -5.873 0.50
H 5.313 -0.255 -4.855 0.31
H 2.188 -0.831 -4.316 -0.06
H 3.053 -1.591 -5.680 0.53
H 6.000 2.819 -1.847 0.22
H 5.351 3.377 0.204 0.02
H 3.752 3.077 -0.017 0.11
H 5.681 0.388 -1.576 -0.09
H 5.320 -0.292 0.462 0.42
H 4.620 1.298 0.928 0.24
H 3.036 -1.129 -0.243 -0.17
H 2.844 -2.002 1.911 0.28
H 2.675 -0.291 2.651 0.25
H 4.327 -1.026 2.242 0.01
Br -6.289 -0.363 -1.029 -0.03
C -6.370 -2.111 -0.181 -0.09
C -6.074 -1.993 1.288 -0.76
Br -4.166 -1.757 1.604 -0.11
H -5.676 -2.760 -0.711 -0.09
H -7.388 -2.466 -0.345 0.44
H -6.338 -2.913 1.811 0.42
H -6.581 -1.154 1.762 0.29
Br -6.446 -6.264 -1.568 -0.17
C -4.703 -7.078 -1.879 -0.52
C -4.628 -8.460 -1.284 -0.60
Br -4.400 -8.389 0.649 -0.15
H -3.959 -6.396 -1.475 0.31
H -4.599 -7.121 -2.963 0.35
H -3.750 -8.989 -1.655 0.37
H -5.516 -9.059 -1.477 0.42
Br 6.516 -3.255 3.559 -0.12
C 7.010 -2.368 5.222 -0.37
C 5.919 -1.441 5.694 -0.68
Br 5.895 0.210 4.663 -0.12
H 7.954 -1.860 5.042 0.12
H 7.165 -3.174 5.939 0.34
H 6.099 -1.131 6.723 0.37
H 4.924 -1.876 5.619 0.42
Br 9.428 0.279 6.359 -0.11
C 11.213 -0.460 6.108 -0.66
C 11.311 -1.859 6.657 -0.45
Br 11.442 -1.851 8.601 -0.12
H 11.911 0.234 6.572 0.40
H 11.371 -0.460 5.029 0.36
H 12.225 -2.344 6.313 0.36
H 10.457 -2.483 6.401 0.27
Br -6.462 3.036 3.121 -0.07
C -5.961 3.402 4.971 0.17
C -4.496 3.129 5.189 -0.70
Br -4.151 1.217 5.318 -0.12
H -6.614 2.804 5.605 -0.45
H -6.184 4.459 5.125 0.39
H -4.160 3.543 6.139 0.39
H -3.868 3.513 4.388 0.41
Br 7.973 6.522 -0.930 -0.12
C 6.658 6.711 0.493 -0.56
C 7.187 6.184 1.803 -0.60
Br 7.151 4.238 1.841 -0.12
H 5.753 6.203 0.159 0.33
H 6.465 7.782 0.562 0.35
H 6.549 6.496 2.630 0.34
H 8.212 6.487 2.007 0.35
Br -6.664 2.915 -2.057 -0.07
C -8.214 3.038 -0.883 -0.19
C -9.462 3.381 -1.654 -0.56
Br -9.507 5.270 -2.131 -0.18
H -7.971 3.767 -0.112 0.39
H -8.305 2.050 -0.428 -0.12
H -10.348 3.222 -1.038 0.34
H -9.562 2.818 -2.580 0.37
Br -7.812 -1.156 5.566 -0.10
C -8.931 -0.577 7.051 -0.60
C -9.124 0.917 7.036 -0.24
Br -7.540 1.843 7.689 -0.12
H -8.463 -0.941 7.963 0.40
H -9.883 -1.088 6.907 0.33
H -9.924 1.208 7.717 0.37
H -9.336 1.312 6.044 -0.04
Br -5.904 2.843 -5.575 -0.05
C -7.586 3.821 -5.525 -0.58
C -8.038 4.211 -6.909 -0.58
Br -7.024 5.729 -7.587 -0.16
H -7.438 4.674 -4.865 0.37
H -8.300 3.135 -5.068 0.23
H -9.075 4.547 -6.893 0.38
H -7.932 3.408 -7.636 0.36
Br 15.049 -4.159 8.848 -0.12
C 13.718 -4.000 10.262 -0.54
C 14.234 -4.553 11.565 -0.58
Br 14.203 -6.501 11.572 -0.14
H 12.819 -4.499 9.908 0.40
H 13.524 -2.932 10.349 0.22
H 13.587 -4.256 12.390 0.36
H 15.256 -4.252 11.784 0.38
Br -10.677 0.664 1.003 -0.16
C -10.093 1.594 2.614 -0.19
C -11.136 2.571 3.090 -0.46
Br -11.144 4.183 1.996 -0.15
H -9.140 2.063 2.381 0.01
H -9.935 0.808 3.353 0.18
H -10.908 2.913 4.100 0.28
H -12.146 2.166 3.067 0.45
```

Properties
* gap between HOMO and LUMO: 5.4 eV
* 2S+1: 1
* DFT total energy: -61900.48396 Ha
* highest occupied orbital energy: -4.5 eV
* charge: -1
* M: 2982.17 g mol⁻¹

***

Record 3
The following is a DFT calculation (ωB97M-V/def2-TZVPD) of a 10-piece molecular cluster, C48H88F12N16P2 overall.

XYZ file:
```
166
Properties=species:S:1:pos:R:3:mulliken_charge:R:1
C 4.584 0.955 -3.139 -0.88
C 4.438 -0.507 -2.720 -0.72
N 3.336 -1.179 -3.479 0.28
C 2.320 -1.951 -2.971 -0.53
C 1.660 -2.508 -4.014 -1.08
N 2.290 -2.086 -5.180 0.20
C 3.311 -1.307 -4.826 -0.05
C 2.066 -2.646 -6.501 -0.79
H 3.712 1.603 -3.084 0.17
H 5.063 1.042 -4.114 0.55
H 5.331 1.372 -2.458 0.23
H 4.336 -0.682 -1.653 0.39
H 5.288 -1.084 -3.083 0.37
H 2.185 -2.009 -1.906 0.82
H 0.681 -2.956 -4.004 0.61
H 4.034 -0.920 -5.527 0.46
H 1.013 -2.621 -6.790 0.30
H 2.325 -3.701 -6.547 0.34
H 2.565 -1.979 -7.201 0.33
C -0.900 4.771 2.896 -0.94
C -1.008 4.821 1.364 -0.12
N -0.485 6.068 0.771 0.34
C 0.704 6.156 0.067 -0.45
C 0.676 7.392 -0.515 -0.61
N -0.477 8.024 -0.147 0.11
C -1.128 7.227 0.734 -0.05
C -0.856 9.378 -0.580 -0.76
H -0.028 5.350 3.197 0.43
H -0.821 3.718 3.183 0.02
H -1.776 5.164 3.409 0.39
H -2.063 4.764 1.092 0.35
H -0.506 3.956 0.941 -0.18
H 1.414 5.350 0.062 0.52
H 1.436 7.860 -1.119 0.46
H -2.049 7.415 1.263 0.46
H -1.528 9.255 -1.430 0.35
H 0.007 9.905 -0.979 0.32
H -1.335 9.963 0.199 0.33
C -1.311 -8.817 3.011 -1.15
C -0.703 -8.128 1.810 -0.22
N -1.585 -7.101 1.200 0.19
C -2.898 -7.262 0.796 -0.52
C -3.284 -6.137 0.135 -0.54
N -2.202 -5.295 0.145 0.41
C -1.227 -5.838 0.870 -0.29
C -1.973 -4.126 -0.752 -1.00
H -1.333 -8.122 3.858 0.29
H -0.688 -9.603 3.436 0.39
H -2.330 -9.170 2.864 0.35
H -0.529 -8.861 1.023 0.31
H 0.200 -7.602 2.113 0.21
H -3.360 -8.221 0.968 0.48
H -4.204 -5.847 -0.343 0.57
H -0.199 -5.517 0.865 0.50
H -2.520 -4.415 -1.648 0.51
H -0.930 -4.052 -1.044 0.33
H -2.277 -3.198 -0.275 0.13
C 3.368 2.602 0.142 -0.21
C 4.729 3.364 0.223 -1.10
N 5.470 3.001 1.426 0.31
C 6.489 2.098 1.537 -0.24
C 6.781 1.867 2.855 -0.56
N 5.960 2.736 3.545 0.18
C 5.172 3.379 2.687 -0.18
C 5.864 2.853 4.990 -0.84
H 2.526 2.934 -0.470 0.24
H 2.949 2.443 1.135 0.32
H 3.507 1.635 -0.351 0.01
H 4.519 4.424 0.099 0.36
H 5.308 3.069 -0.649 0.36
H 6.981 1.610 0.711 0.43
H 7.413 1.141 3.336 0.48
H 4.413 4.061 3.035 0.40
H 5.682 1.953 5.575 0.36
H 5.036 3.510 5.266 0.32
H 6.704 3.385 5.439 0.37
C 0.547 1.906 -3.763 0.02
C 0.638 3.072 -4.783 -1.10
N -0.454 3.103 -5.764 0.30
C -0.772 2.188 -6.734 -0.28
C -2.050 2.443 -7.194 -0.70
N -2.546 3.443 -6.423 0.15
C -1.554 3.862 -5.593 -0.18
C -3.905 4.010 -6.388 -0.80
H 1.412 1.584 -3.188 -0.10
H 0.274 0.987 -4.294 0.08
H -0.302 2.077 -3.099 0.27
H 1.561 3.022 -5.358 0.40
H 0.555 3.992 -4.209 0.39
H 0.045 1.597 -7.119 0.55
H -2.596 1.862 -7.919 0.49
H -1.658 4.710 -4.937 0.42
H -3.801 5.044 -6.071 0.34
H -4.505 3.461 -5.667 0.30
H -4.283 3.903 -7.402 0.37
C -1.369 -3.119 3.800 -0.63
C -2.897 -3.097 3.986 -0.84
N -3.570 -1.875 3.640 0.52
C -4.944 -1.713 3.499 -0.84
C -5.109 -0.470 2.986 -0.64
N -3.911 0.180 2.848 0.66
C -2.999 -0.702 3.303 -0.88
C -3.654 1.562 2.499 -0.80
H -0.996 -4.018 4.297 0.58
H -0.818 -2.322 4.295 0.15
H -1.189 -3.306 2.741 0.03
H -3.178 -3.359 5.006 0.35
H -3.226 -3.897 3.320 0.43
H -5.650 -2.475 3.785 0.59
H -6.013 0.054 2.715 0.67
H -1.936 -0.511 3.301 0.60
H -3.271 2.098 3.369 0.32
H -4.504 2.108 2.101 0.42
H -2.808 1.589 1.809 0.20
C -2.007 -1.172 -5.224 -0.94
C -3.112 -0.281 -4.705 -0.60
N -3.852 -0.887 -3.570 0.19
C -4.700 -1.954 -3.547 -0.50
C -5.061 -2.182 -2.255 -0.51
N -4.437 -1.229 -1.469 0.37
C -3.748 -0.436 -2.314 -0.36
C -4.792 -0.911 -0.062 -0.98
H -1.482 -0.736 -6.073 0.36
H -2.533 -2.007 -5.695 0.57
H -1.313 -1.462 -4.441 0.07
H -3.919 -0.021 -5.391 0.42
H -2.815 0.673 -4.262 0.22
H -4.862 -2.571 -4.416 0.48
H -5.785 -2.894 -1.895 0.56
H -3.265 0.473 -1.996 0.48
H -5.727 -1.346 0.279 0.52
H -4.977 0.160 -0.004 0.34
H -3.935 -1.262 0.506 0.16
C 3.416 -5.122 3.430 -1.27
C 2.289 -4.329 2.758 -0.14
N 2.134 -3.034 3.401 0.53
C 1.819 -2.739 4.686 -1.15
C 1.916 -1.403 4.853 -0.69
N 2.310 -0.854 3.644 0.38
C 2.357 -1.864 2.763 -0.46
C 2.679 0.554 3.381 -0.71
H 4.392 -4.758 3.103 0.34
H 3.461 -6.187 3.212 0.42
H 3.392 -4.957 4.507 0.38
H 1.360 -4.901 2.745 -0.05
H 2.561 -4.158 1.717 0.29
H 1.535 -3.584 5.293 0.63
H 1.781 -0.803 5.739 1.04
H 2.662 -1.740 1.738 0.54
H 3.754 0.689 3.280 0.63
H 2.342 1.052 4.290 0.14
H 2.124 0.819 2.487 0.01
P -0.655 1.277 5.567 1.45
F -0.710 1.615 7.123 -0.33
F -1.546 -0.060 5.853 -0.35
F -1.900 2.235 5.238 -0.41
F -0.425 0.913 3.956 -0.55
F 0.351 2.556 5.327 -0.36
F 0.737 0.436 5.822 -0.20
P -0.229 -0.351 -0.265 2.00
F 0.292 -0.179 1.256 -0.93
F 1.291 -0.285 -0.861 -0.20
F -0.015 -1.972 -0.090 -0.34
F -0.894 -0.650 -1.704 -0.37
F -1.710 -0.535 0.448 -0.57
F -0.454 1.241 -0.339 -0.33
```

Properties
* gap between HOMO and LUMO: 9.1 eV
* 2S+1: 1
* DFT total energy: -4637.23355 Ha
* highest occupied orbital energy: -20.5 eV
* charge: +6
* M: 1179.27 g mol⁻¹
* energy above the lowest of the compared OMol25 structures with the same formula, charge and spin: 175.43 kJ/mol